# 1
{
  "formula": "C26H78O26",
  "method": "ωB97M-V with the def2-TZVPD basis set",
  "charge": 0,
  "lumo_energy_ha": 0.0049,
  "e_above_lowest_ev": 5.962,
  "symbols": ["C", "C", "O", "O", "H", "H", "H", "H", "H", "H", "C", "C", "O", "O", "H", "H", "H", "H", "H", "H", "C", "C", "O", "O", "H", "H", "H", "H", "H", "H", "C", "C", "O", "O", "H", "H", "H", "H", "H", "H", "C", "C", "O", "O", "H", "H", "H", "H", "H", "H", "C", "C", "O", "O", "H", "H", "H", "H", "H", "H", "C", "C", "O", "O", "H", "H", "H", "H", "H", "H", "C", "C", "O", "O", "H", "H", "H", "H", "H", "H", "C", "C", "O", "O", "H", "H", "H", "H", "H", "H", "C", "C", "O", "O", "H", "H", "H", "H", "H", "H", "C", "C", "O", "O", "H", "H", "H", "H", "H", "H", "C", "C", "O", "O", "H", "H", "H", "H", "H", "H", "C", "C", "O", "O", "H", "H", "H", "H", "H", "H"],
  "xyz": [[4.252231, -0.853027, -2.947977], [3.722801, -0.262947, -1.618377], [4.708231, 0.077603, -0.668237], [4.946641, 0.161003, -3.774667], [3.474331, -1.269357, -3.588007], [5.000031, -1.627887, -2.779167], [3.165931, -1.024827, -1.072907], [3.016341, 0.556903, -1.748147], [4.680421, 1.020283, -0.488857], [5.865221, 0.188853, -3.497117], [1.025261, 5.502353, 2.331213], [2.254781, 5.018783, 1.531813], [1.927111, 4.007743, 0.687123], [-0.154019, 5.642903, 1.554933], [1.170231, 6.365133, 2.981373], [0.920631, 4.701013, 3.062643], [3.053661, 4.647473, 2.173713], [2.693501, 5.794823, 0.904613], [1.527311, 4.494793, -0.037127], [-0.448219, 4.777813, 1.260563], [-3.199239, 3.966333, -0.408127], [-4.036579, 2.598993, -0.510357], [-4.755629, 2.237383, -1.697687], [-1.957819, 3.838483, 0.339773], [-3.862519, 4.655093, 0.115093], [-3.111659, 4.488243, -1.361037], [-4.668559, 2.338033, 0.338533], [-3.295309, 1.800103, -0.530207], [-4.987609, 1.309423, -1.615967], [-1.456979, 3.314553, -0.289707], [-2.861599, -2.169737, -4.256287], [-3.347419, -3.653447, -4.460127], [-4.647909, -3.792547, -4.183727], [-2.927219, -1.417667, -5.527127], [-1.919239, -1.959917, -3.750287], [-3.683969, -1.742147, -3.682727], [-2.703799, -4.323227, -3.889817], [-3.211279, -3.953457, -5.499147], [-4.892049, -4.689867, -4.422097], [-2.409999, -0.612317, -5.452997], [2.256531, -1.937497, 4.631233], [1.913811, -2.706297, 3.378263], [1.803351, -4.103727, 3.554073], [3.699891, -1.948567, 4.826293], [1.875071, -2.432697, 5.524183], [1.969411, -0.886857, 4.673733], [2.587961, -2.418757, 2.571453], [0.956681, -2.311187, 3.037833], [2.708261, -4.420767, 3.601373], [3.960491, -2.649017, 5.428843], [-6.324539, -2.021377, -0.559997], [-6.111169, -0.547527, -0.698697], [-4.944819, -0.393597, -1.349787], [-6.242989, -2.869177, -1.703227], [-7.285589, -2.016387, -0.045747], [-5.619089, -2.347267, 0.204363], [-6.155039, -0.007507, 0.247103], [-6.820919, -0.118947, -1.406287], [-4.443339, -1.206777, -1.255717], [-5.589909, -2.541557, -2.325927], [0.147451, 0.524433, -0.366877], [-1.184839, -0.434277, -0.405987], [-1.014849, -1.542197, 0.468603], [-0.056799, 1.812593, 0.220303], [0.323501, 0.467913, -1.441077], [0.921111, 0.008763, 0.202003], [-1.572829, -0.654177, -1.400577], [-1.947839, 0.094833, 0.164953], [-0.772219, -1.204447, 1.333853], [0.814731, 2.207503, 0.298333], [1.868531, -4.514297, -1.397797], [0.469351, -4.617187, -0.879897], [-0.333429, -5.336497, -1.792967], [2.616521, -5.777687, -1.161577], [2.328071, -3.893817, -0.628427], [1.959491, -4.062787, -2.385707], [0.097801, -3.594487, -0.815597], [0.248271, -5.099927, 0.072043], [-0.428069, -6.213827, -1.414907], [2.189661, -6.511017, -1.610597], [6.113561, 4.194363, -0.162967], [4.993701, 3.349203, -1.036777], [4.081451, 2.692693, -0.158577], [5.547671, 5.388123, 0.439873], [6.843271, 4.442633, -0.933667], [6.339161, 3.650643, 0.754403], [5.483181, 2.529313, -1.562397], [4.377531, 3.946423, -1.708917], [3.429811, 3.308273, 0.184973], [5.556721, 5.221233, 1.385213], [-1.505209, 1.678333, -3.627157], [-0.189309, 1.110993, -4.257247], [-0.206289, -0.315917, -4.305057], [-2.569399, 1.466193, -4.563477], [-1.352919, 2.735393, -3.409127], [-1.776149, 1.045843, -2.781787], [0.708271, 1.402743, -3.711967], [-0.203929, 1.561343, -5.249757], [-0.376049, -0.486057, -5.234477], [-3.383229, 1.934683, -4.363967], [-0.746299, 1.375703, 3.466363], [-0.558499, 1.722663, 4.928893], [0.663801, 2.208313, 5.455253], [-0.086369, 0.116933, 3.227103], [-0.331469, 2.129323, 2.796973], [-1.766939, 1.150713, 3.156873], [-0.823439, 0.774963, 5.397703], [-1.280639, 2.440423, 5.318043], [0.846841, 3.122843, 5.227823], [0.852471, 0.310873, 3.176493], [3.204861, 2.103733, 3.396803], [3.892621, 1.683453, 4.634683], [4.917121, 0.755733, 4.329313], [2.556211, 0.988363, 2.655603], [3.836091, 2.626763, 2.678413], [2.467691, 2.887053, 3.573133], [3.244641, 1.123003, 5.308563], [4.308221, 2.442713, 5.297173], [4.599181, -0.147937, 4.267053], [3.142791, 0.731743, 1.940293], [-3.452389, -4.056017, -0.561887], [-3.592019, -4.605007, 0.970703], [-3.537649, -6.001377, 0.749673], [-3.120139, -2.764517, -0.770257], [-4.330749, -4.216757, -1.186977], [-2.646109, -4.541377, -1.111827], [-4.470529, -4.066637, 1.326343], [-2.742509, -4.221727, 1.535973], [-4.430579, -6.326687, 0.613883], [-2.261849, -2.529377, -0.410187]],
  "atomic_forces_ev_per_a": [[1.2, 1.5, -0.2], [-0.3, -0.9, 0.2], [0.9, -0.1, -0.4], [-0.9, -0.6, 0.6], [-0.2, 0.2, 0.3], [-0.3, -0.2, 0.4], [-0.4, -0.5, -0.5], [0.1, 0.2, -0.5], [-0.3, 0.2, 0.1], [0.0, 0.0, 0.1], [0.1, -1.2, 0.4], [0.8, 2.8, 1.4], [-1.1, -1.7, -1.7], [1.1, 0.6, 0.3], [0.2, 0.4, -0.7], [-0.6, -0.4, 0.2], [-0.1, 0.2, 0.4], [0.1, 0.5, 0.3], [-0.4, -0.5, -0.6], [-0.5, -0.2, -0.1], [-2.3, -0.1, 0.7], [1.7, -1.6, -0.6], [-0.2, 2.6, -0.5], [-1.7, -0.1, -1.5], [0.3, 0.1, 0.5], [0.6, -0.6, -0.4], [0.0, 0.9, 0.4], [0.8, 0.1, 0.8], [0.4, -0.4, 0.0], [0.8, -0.6, 0.4], [-1.8, 0.4, -1.3], [4.1, 1.1, -1.3], [-3.2, -0.1, 1.2], [0.3, -1.5, 0.4], [0.0, -0.6, -0.1], [0.1, 0.1, 0.6], [0.1, 0.0, 0.5], [0.6, 0.4, -0.4], [-0.3, 0.0, 0.1], [-0.3, 0.2, 0.4], [1.5, -0.7, 1.0], [-1.1, 1.2, -0.2], [0.3, 0.3, 0.0], [0.2, 0.3, -0.3], [-0.7, 0.0, -0.2], [-0.2, -0.2, -0.5], [0.5, -0.2, 0.0], [-0.4, -0.4, 0.1], [0.1, -0.4, 0.0], [-0.1, 0.0, 0.0], [-0.8, -0.2, 1.5], [-1.9, -0.5, -1.1], [3.3, 0.8, -1.3], [-0.9, 0.8, 0.8], [-0.5, -1.1, -0.4], [0.3, -0.3, 0.0], [-0.1, -0.2, 0.3], [-0.8, 0.1, 0.4], [1.0, -0.1, 0.2], [0.2, 0.1, -0.3], [-1.9, -1.9, -0.6], [0.9, 2.6, 3.2], [0.6, -1.4, -1.1], [-0.4, -0.8, -1.0], [1.0, 1.1, -0.1], [0.0, -0.2, -0.2], [0.5, -0.6, 0.2], [-0.4, 0.9, -0.8], [0.0, 0.2, 0.4], [0.3, 0.2, 0.3], [1.2, -1.6, 2.8], [-1.0, 0.3, -0.8], [-0.6, -0.5, -0.7], [-0.5, 1.3, -0.7], [0.5, 0.5, -0.4], [-0.1, -0.4, -0.1], [-0.3, 0.2, 0.0], [1.2, 0.3, 0.5], [-0.3, -0.1, -0.3], [-0.2, 0.1, -0.3], [-3.1, -0.3, -0.9], [0.7, 0.6, 2.3], [0.6, -0.5, 0.0], [-0.1, -0.2, -0.8], [0.6, 0.1, 0.8], [1.0, -1.0, -1.0], [0.3, 0.3, -0.3], [0.6, 0.4, -0.3], [-0.4, 0.2, 0.0], [-0.1, 0.3, -0.1], [0.1, -1.1, -0.5], [-1.4, 0.5, 0.6], [-0.1, 0.7, -0.5], [0.9, 0.0, -0.7], [-0.1, 0.0, 0.3], [0.3, 0.5, 0.6], [-0.1, 0.3, 0.1], [0.5, -0.2, -0.2], [0.0, -0.7, 0.0], [0.1, 0.1, 0.5], [1.3, -0.5, -0.4], [-1.8, 0.6, 0.9], [1.0, -1.1, -0.5], [-0.3, 0.0, -0.3], [-0.1, 0.2, -0.2], [-0.2, 0.6, 0.5], [0.5, 0.0, 0.6], [-0.7, 0.0, -0.5], [-0.5, 0.0, -0.2], [0.6, 0.0, -0.2], [-1.0, 0.5, -1.8], [0.3, -2.4, 1.0], [1.3, 0.6, -0.4], [0.4, 1.2, 1.3], [0.7, -0.4, 0.1], [-0.6, -0.4, 0.3], [-0.8, 0.3, -0.1], [0.1, 0.6, -0.6], [-0.4, -0.2, 0.2], [0.3, -0.1, -0.1], [0.8, -2.2, 0.2], [0.8, 1.8, -4.0], [-0.5, 0.0, 1.3], [-0.7, 3.9, 0.0], [-0.5, -0.4, 0.6], [0.0, -1.5, 0.6], [-0.5, -1.0, 0.6], [0.1, -0.5, 0.1], [-0.1, -0.1, 0.0], [0.2, -0.2, 0.5]]
}

***

# 2
{
  "formula": "C18H31AsMgN7O2S6",
  "method": "ωB97M-V with the def2-TZVPD basis set",
  "charge": 1,
  "lumo_energy_ha": -0.1459,
  "e_above_lowest_ev": 0.206,
  "symbols": ["Mg", "C", "C", "S", "C", "C", "S", "C", "C", "S", "H", "H", "H", "H", "H", "H", "H", "H", "H", "H", "H", "H", "N", "N", "C", "N", "N", "N", "O", "O", "H", "H", "H", "H", "H", "S", "C", "S", "C", "N", "N", "C", "C", "C", "C", "C", "C", "S", "H", "H", "H", "H", "H", "C", "As", "C", "C", "H", "H", "H", "H", "H", "H", "H", "H", "H"],
  "xyz": [[-1.510045, -2.159646, -0.294365], [-0.743885, -2.535073, -3.700335], [-1.409835, -3.857405, -3.532945], [-2.528257, -3.787690, -2.114954], [-2.063785, -5.193344, -1.087302], [-0.603069, -5.407533, -0.768856], [-0.007692, -4.177314, 0.452339], [1.590537, -3.656879, -0.351853], [1.561956, -3.104966, -1.747123], [0.208346, -1.921411, -2.145739], [-1.552545, -1.773259, -3.858719], [-0.026785, -2.486270, -4.527174], [-0.679771, -4.617986, -3.368841], [-2.091340, -4.052874, -4.304302], [-2.501790, -6.031580, -1.663662], [-2.590378, -4.987708, -0.142463], [0.029602, -5.405556, -1.649148], [-0.420317, -6.324420, -0.197866], [2.189324, -4.575316, -0.285556], [1.990045, -2.829685, 0.284683], [1.574180, -3.911478, -2.498152], [2.402041, -2.425868, -1.846054], [-1.004397, -1.390202, 1.719033], [-2.215606, -1.388881, 2.550397], [-3.479236, -1.556317, 2.029680], [-4.484968, -1.410407, 2.872676], [-3.528032, -1.808766, 0.689308], [-4.775381, -1.884649, 0.090709], [-4.772750, -1.815078, -1.153370], [-5.808013, -2.015978, 0.788872], [-0.333343, -2.083338, 2.171266], [-0.613032, -0.432799, 1.915058], [-2.084510, -1.028495, 3.503151], [-4.336297, -0.741948, 3.609507], [-5.425341, -1.590358, 2.539208], [7.209606, 2.452737, 2.115582], [5.529619, 2.438959, 1.881887], [4.557888, 0.964766, 1.632351], [3.141171, 1.917989, 1.234514], [3.437732, 3.250475, 1.200955], [4.653263, 3.481083, 1.738582], [5.026773, 4.807543, 2.066296], [6.054509, 5.114675, 2.927658], [6.218501, 6.505112, 3.190723], [5.367631, 7.503611, 2.720976], [4.288405, 7.148498, 1.890327], [4.093714, 5.816964, 1.623240], [1.742864, 1.313219, 0.634391], [6.739514, 4.453326, 3.467636], [7.054254, 6.811219, 3.826968], [5.424847, 8.522840, 3.154028], [3.599732, 7.912361, 1.480420], [3.255221, 5.457405, 1.058549], [-1.139230, 1.917521, -1.785776], [-2.559817, 0.444270, -1.435492], [-3.788917, 0.668527, -3.020092], [-3.697930, 1.513189, -0.169502], [-1.628307, 2.909822, -1.851361], [-0.689896, 1.718374, -2.797394], [-0.431655, 1.808734, -0.972254], [-4.120737, -0.308021, -3.439943], [-3.093150, 1.243193, -3.690066], [-4.619345, 1.384781, -2.808744], [-4.029502, 2.436516, -0.731170], [-3.024358, 1.853343, 0.644085], [-4.528030, 0.907445, 0.235516]],
  "atomic_forces_ev_per_a": [[-0.7, 0.9, -0.5], [0.3, 1.5, 0.8], [0.3, 0.4, 1.6], [-0.2, 0.6, 0.8], [-0.5, -0.7, -0.4], [0.3, -0.1, 0.9], [0.4, 0.6, -1.0], [-0.3, 0.4, 1.4], [-0.7, -0.1, -1.3], [-0.5, 0.0, -0.9], [1.0, -0.2, 0.2], [-0.3, -0.1, 0.2], [0.2, -0.8, -0.2], [-0.4, -0.5, -1.6], [0.3, 0.0, 1.0], [-0.3, -0.5, -0.4], [0.2, 0.0, 0.0], [-0.4, -0.2, -0.6], [0.2, 0.6, 0.0], [-0.2, -1.0, 0.0], [0.2, 0.5, 0.1], [0.5, -0.5, -0.2], [-0.3, 0.5, 2.0], [0.3, -0.2, -0.4], [1.1, 0.2, -1.2], [0.0, 0.4, 0.2], [0.4, -0.7, 1.2], [-1.4, 0.0, -1.0], [0.1, -0.2, 2.7], [1.6, 0.2, -1.5], [-1.1, 1.2, -0.6], [0.3, -0.9, -0.9], [-0.3, -0.4, -0.7], [-0.2, -0.2, 0.4], [0.1, 0.1, -0.1], [-1.3, -0.6, -0.2], [0.2, -0.3, -0.2], [0.4, 0.8, 0.3], [2.9, 3.7, -0.2], [-1.7, -3.0, 0.8], [2.3, -0.9, 0.2], [-2.0, 1.0, -0.1], [0.6, 2.1, 0.5], [0.0, 0.0, 0.2], [-0.2, 0.0, 0.5], [0.1, 0.4, 0.3], [1.3, -0.9, -0.1], [-2.6, -1.6, -0.7], [-0.6, 0.1, -0.8], [-0.4, -0.2, -0.1], [0.3, -0.7, -0.7], [0.4, -0.6, 0.5], [-0.1, 0.1, -0.2], [-1.4, -1.0, -1.2], [-0.1, 1.7, -0.3], [1.1, 0.7, -0.2], [0.8, 0.4, -0.2], [0.3, -0.6, 0.4], [-0.2, 0.0, 1.1], [0.3, 0.3, -0.1], [0.2, 0.9, 0.3], [-0.8, -0.8, 0.0], [0.5, -0.9, 0.1], [0.1, -1.2, 0.7], [-0.5, -0.2, -0.3], [0.3, 0.5, -0.3]]
}

***

# 3
{
  "formula": "C4H8O2",
  "method": "ωB97M-V with the def2-TZVPD basis set",
  "charge": 0,
  "smiles": "CC(C=O)C=O.[H][H]",
  "lumo_energy_ha": 0.0075,
  "e_above_lowest_ev": 2.499,
  "symbols": ["C", "C", "C", "O", "C", "O", "H", "H", "H", "H", "H", "H", "H", "H"],
  "xyz": [[-0.536710, -1.410782, -0.368423], [-0.811680, -0.017276, 0.174769], [0.064396, 0.360972, 1.360571], [1.057861, -0.241037, 1.677812], [-0.426877, 1.102215, -0.784230], [0.310949, 0.954840, -1.724746], [-1.288482, -1.694381, -1.111767], [0.443401, -1.438420, -0.848054], [-0.545620, -2.152760, 0.435248], [-1.861484, 0.130547, 0.470100], [-0.218550, 1.306621, 1.869578], [-0.785706, 2.111774, -0.494458], [2.373437, 0.361450, 0.009928], [2.225064, 0.626238, -0.666327]],
  "atomic_forces_ev_per_a": [[0.0, -0.1, 0.0], [0.1, -0.1, -0.1], [0.3, -0.2, 0.3], [-0.7, 0.1, 0.2], [0.2, 0.1, -0.4], [-0.7, 0.1, 0.2], [0.1, 0.1, 0.1], [-0.1, 0.0, 0.1], [0.0, 0.2, -0.1], [0.2, 0.1, 0.0], [0.0, -0.1, 0.1], [0.0, -0.1, -0.1], [0.2, 0.0, -0.1], [0.3, 0.0, 0.0]]
}